No. 1
73
Properties=species:S:1:pos:R:3 method="wB97M-V/def2-TZVPD" charge=-1 homo_energy_ev=-4.03 homo_lumo_gap_ev=5.813
O -2.512 -4.378 -2.144
P -1.901 -2.764 -1.923
Cl -3.293 -1.878 -0.560
C -0.161 -2.867 -1.097
C -0.188 -3.061 0.495
C 0.968 -2.292 1.296
C 0.701 -0.706 1.465
Cl 2.141 0.168 0.668
C 0.476 -4.118 -1.955
O 1.862 -3.989 -2.415
P 2.209 -2.275 -2.276
O 0.699 -1.755 -1.493
H -2.178 -4.982 -1.435
H -1.184 -2.803 0.993
H -0.022 -4.191 0.687
H 2.015 -2.529 0.898
H 0.946 -2.718 2.373
H -0.251 -0.348 0.955
H 0.735 -0.406 2.575
H -0.093 -4.031 -2.961
H 0.321 -5.135 -1.432
H 3.324 -2.494 -3.182
H 2.879 -2.659 -1.056
H 2.816 -0.969 -2.030
H 1.497 -1.879 -3.493
C 4.729 2.618 -0.806
O 5.364 1.947 -1.600
N 4.462 3.955 -0.939
C 3.699 4.690 0.048
C 4.960 4.655 -2.106
H 4.306 2.183 0.114
H 2.810 5.111 -0.428
H 4.316 5.499 0.447
H 3.391 4.037 0.867
H 4.551 4.190 -3.007
H 6.050 4.576 -2.136
H 4.669 5.706 -2.071
C 4.527 8.541 1.690
O 3.871 8.034 0.796
N 5.878 8.756 1.650
C 6.592 9.365 2.753
C 6.616 8.360 0.467
H 4.063 8.877 2.631
H 7.075 10.282 2.404
H 7.351 8.669 3.117
H 5.911 9.609 3.570
H 6.216 8.890 -0.401
H 6.492 7.286 0.307
H 7.675 8.593 0.583
C -3.778 -4.957 0.913
O -3.106 -5.634 0.153
N -3.841 -5.121 2.269
C -4.662 -4.273 3.107
C -3.061 -6.177 2.885
H -4.406 -4.130 0.548
H -4.024 -3.762 3.833
H -5.394 -4.890 3.634
H -5.188 -3.527 2.509
H -2.002 -6.017 2.664
H -3.364 -7.140 2.466
H -3.213 -6.182 3.965
C -7.773 -2.182 -0.150
O -8.842 -2.233 0.438
N -7.612 -2.279 -1.504
C -6.306 -2.210 -2.129
C -8.785 -2.455 -2.337
H -6.821 -2.050 0.389
H -6.286 -1.365 -2.823
H -6.123 -3.138 -2.677
H -5.523 -2.077 -1.381
H -9.463 -1.611 -2.189
H -9.301 -3.373 -2.044
H -8.498 -2.515 -3.388

=====

No. 2
67
Properties=species:S:1:pos:R:3 method="wB97M-V/def2-TZVPD" homo_energy_ev=-9.30 smiles="COCCCOC(=O)OCl.CC(C)O.CC(C)O.CC(C)O.CC(C)O" homo_lumo_gap_ev=9.174
C -0.807 2.019 0.853
O -1.721 3.053 1.190
C -2.983 2.586 1.615
C -4.085 2.924 0.591
C -5.220 3.763 1.170
O -6.513 3.415 0.607
C -7.015 2.238 0.999
O -7.050 1.235 0.375
O -7.480 2.361 2.305
Cl -8.957 1.602 2.550
H 0.157 2.482 0.671
H -1.116 1.481 -0.049
H -0.698 1.314 1.682
H -2.940 1.503 1.773
H -3.199 3.059 2.579
H -3.595 3.478 -0.211
H -4.491 2.016 0.142
H -5.270 3.683 2.259
H -5.099 4.817 0.934
C -2.167 -2.108 -1.097
C -0.900 -1.320 -1.376
C 0.005 -2.014 -2.378
O -0.191 -1.066 -0.157
H -1.918 -3.088 -0.679
H -2.797 -1.584 -0.378
H -2.739 -2.266 -2.012
H -1.164 -0.328 -1.748
H 0.320 -2.991 -2.005
H 0.902 -1.421 -2.558
H -0.507 -2.172 -3.328
H 0.075 -1.915 0.216
C 3.719 -0.303 -1.129
C 3.223 0.723 -0.121
C 3.484 0.287 1.312
O 1.840 0.989 -0.300
H 3.199 -1.254 -0.983
H 3.522 0.036 -2.146
H 4.791 -0.480 -1.021
H 3.719 1.679 -0.305
H 2.959 -0.649 1.526
H 3.107 1.037 2.006
H 4.549 0.133 1.498
H 1.332 0.179 -0.131
C 3.556 -4.224 -5.786
C 2.360 -4.813 -5.055
C 1.456 -5.603 -5.986
O 1.625 -3.791 -4.382
H 3.219 -3.533 -6.564
H 4.192 -3.672 -5.095
H 4.152 -5.005 -6.262
H 2.713 -5.467 -4.255
H 1.059 -4.951 -6.770
H 0.613 -6.022 -5.437
H 1.998 -6.418 -6.467
H 1.289 -3.182 -5.050
C 3.074 2.338 4.914
C 1.570 2.444 4.718
C 0.840 2.659 6.034
O 1.070 1.286 4.049
H 3.311 1.478 5.547
H 3.575 2.198 3.957
H 3.483 3.230 5.391
H 1.347 3.272 4.042
H 1.019 1.815 6.706
H -0.234 2.737 5.865
H 1.182 3.568 6.531
H 1.246 0.524 4.614

=====

No. 3
83
Properties=species:S:1:pos:R:3 method="wB97M-V/def2-TZVPD" charge=+1 de_lowest_kj_mol=1118.3 homo_energy_ev=-11.06 homo_lumo_gap_ev=8.105
N -1.149 1.921 1.479
H -1.071 1.711 2.463
H -0.578 1.248 0.987
H -0.825 2.852 1.257
H -2.029 1.870 0.987
N 1.434 1.507 1.348
H 2.406 1.525 1.073
H 1.258 2.470 1.597
H 1.386 0.811 2.079
H 0.845 1.272 0.562
N -0.515 -0.728 3.028
H -0.443 -0.572 2.032
H -1.118 -1.524 3.176
H -0.706 0.157 3.475
H 0.378 -1.028 3.391
C 0.328 -0.495 0.113
O -0.323 0.083 1.222
H -0.342 -0.809 -0.687
H 0.954 0.202 -0.444
H 0.877 -1.375 0.449
C 2.125 0.459 4.158
O 1.616 -0.636 3.348
O 1.827 1.573 3.364
C 1.492 0.083 5.609
F 0.394 -0.712 5.567
F 2.353 -0.608 6.395
F 1.148 1.193 6.330
C 2.611 -1.505 2.868
C 1.927 -2.585 1.995
H 2.559 -3.038 1.231
H 1.472 -3.374 2.593
H 0.976 -2.235 1.593
H 3.253 -1.956 3.625
H 3.305 -0.909 2.275
H 3.202 0.576 4.282
C -2.730 4.197 -2.259
C -1.984 2.903 -2.099
C -0.919 2.395 -3.164
O 0.086 1.863 -2.420
C 0.047 2.339 -1.119
O 0.821 2.061 -0.243
O -1.133 2.933 -0.906
H -3.404 4.084 -3.108
H -2.107 5.079 -2.409
H -3.371 4.332 -1.387
H -2.730 2.110 -2.047
H -0.651 3.231 -3.810
H -1.403 1.601 -3.734
C 1.183 1.011 -4.705
C 1.885 0.942 -3.371
C 1.297 -0.046 -2.362
O 2.201 -1.072 -2.305
C 3.294 -0.757 -2.999
O 4.244 -1.601 -3.166
O 3.209 0.462 -3.532
H 0.791 2.025 -4.792
H 0.239 0.466 -4.737
H 1.851 0.719 -5.514
H 1.888 1.885 -2.823
H 0.263 -0.234 -2.651
H 1.345 0.515 -1.429
C -1.025 -3.664 -1.192
C -0.294 -3.327 0.089
O 1.108 -3.637 -0.131
S 1.375 -4.735 -1.404
O 1.705 -6.104 -0.880
O 2.301 -4.093 -2.360
O -0.193 -4.540 -1.941
H -1.233 -2.729 -1.712
H -1.903 -4.308 -1.125
H -0.561 -3.969 0.928
H -0.343 -2.319 0.500
C -3.629 -0.785 -0.488
C -2.192 -0.138 -0.389
O -2.462 1.193 -0.246
S -4.005 1.551 0.126
O -4.698 2.201 -0.941
O -3.912 2.199 1.416
O -4.444 0.028 0.297
H -3.635 -1.806 -0.106
H -3.829 -0.910 -1.552
H -1.544 -0.487 -1.193
H -1.823 -0.491 0.574

=====

No. 4
69
Properties=species:S:1:pos:R:3 method="wB97M-V/def2-TZVPD" charge=+2 homo_energy_ev="-14.87 / -14.87" multiplicity=3 homo_lumo_gap_ev="10.113 / 5.503" s_squared=2.009
O -9.710 21.387 6.255
H -9.151 20.607 6.292
H -9.392 22.074 6.846
H -10.611 21.210 6.534
C -6.524 24.445 5.254
C -5.476 23.638 6.059
C -4.697 24.670 7.106
C -3.845 24.090 8.195
C -4.845 23.178 9.007
C -5.351 22.044 8.086
N -6.149 22.624 6.939
O -6.847 21.550 6.138
C -4.118 21.122 7.746
C -6.356 21.271 8.975
C -4.403 23.172 5.124
H -7.464 24.477 5.806
H -6.764 24.022 4.278
H -6.109 25.450 5.185
H -4.040 25.268 6.475
H -5.425 25.325 7.585
H -3.515 24.917 8.824
H -2.951 23.635 7.769
H -5.636 23.723 9.523
H -4.442 22.558 9.807
H -4.325 20.209 7.187
H -3.477 21.616 7.016
H -3.603 20.703 8.611
H -6.983 21.979 9.518
H -7.051 20.540 8.563
H -5.708 20.598 9.537
H -4.396 23.848 4.269
H -4.568 22.188 4.685
H -3.426 23.099 5.601
O -9.963 20.341 8.783
C -10.763 19.915 9.606
N -12.085 20.153 9.449
C -10.442 18.880 10.673
H -12.379 20.814 8.745
H -12.858 19.623 9.827
H -9.711 18.218 10.210
H -11.244 18.160 10.834
H -10.072 19.443 11.530
O -9.043 23.626 7.457
C -9.098 24.461 8.343
N -8.322 25.537 8.351
C -10.230 24.390 9.383
H -7.939 25.862 7.475
H -8.212 26.020 9.230
H -9.853 24.560 10.392
H -10.775 23.451 9.288
H -10.902 25.197 9.089
O -12.222 20.802 6.208
C -13.286 20.261 5.768
N -13.659 20.414 4.500
C -14.021 19.212 6.601
H -12.971 20.836 3.892
H -14.490 19.981 4.123
H -14.135 19.550 7.631
H -13.375 18.357 6.403
H -14.972 18.834 6.225
O -8.997 18.943 6.444
C -9.162 17.760 6.539
N -10.034 17.177 7.351
C -8.549 16.884 5.478
H -10.351 16.242 7.137
H -10.641 17.843 7.807
H -8.456 15.825 5.719
H -7.560 17.267 5.227
H -9.131 16.894 4.557

=====

No. 5
80
Properties=species:S:1:pos:R:3 method="wB97M-V/def2-TZVPD" homo_energy_ev=-9.74 homo_lumo_gap_ev=6.559
C -3.869 4.210 -1.072
C -2.373 4.142 -0.752
C -1.865 5.296 0.019
O -2.521 5.312 1.218
C -1.878 6.236 2.112
N -2.059 2.842 0.088
H -1.066 2.714 0.047
H -2.395 2.919 1.061
H -2.491 2.071 -0.412
H -4.494 4.059 -0.132
H -4.091 3.374 -1.724
H -4.108 5.238 -1.402
H -1.720 4.020 -1.589
H -2.172 6.191 -0.536
H -0.781 5.213 0.076
H -1.623 7.194 1.659
H -0.971 5.716 2.459
H -2.572 6.480 2.901
C 0.392 -0.849 5.500
C 1.097 -1.114 4.141
C 0.122 -0.997 3.004
O -0.898 -1.957 3.183
C -2.037 -1.849 2.330
N 2.257 -0.149 3.868
H 1.938 0.818 4.060
H 3.103 -0.343 4.428
H 2.429 -0.384 2.797
H 1.164 -0.675 6.293
H -0.279 -1.661 5.756
H -0.198 0.074 5.413
H 1.579 -2.110 4.193
H 0.564 -1.241 2.010
H -0.319 -0.025 3.029
H -2.138 -0.946 1.629
H -2.903 -2.070 2.901
H -2.000 -2.712 1.661
C 1.724 0.213 -3.263
C 1.818 -1.256 -2.916
C 1.968 -1.629 -1.394
C 1.614 -2.978 -0.944
C 0.102 -3.140 -1.259
C -0.122 -3.113 -2.844
N 0.467 -1.958 -3.430
O 0.038 -1.748 -4.608
C -1.681 -3.105 -3.094
C 0.529 -4.275 -3.493
C 2.925 -1.949 -3.707
H 1.589 0.295 -4.289
H 2.612 0.722 -2.964
H 0.842 0.669 -2.805
H 1.306 -0.967 -0.866
H 3.001 -1.390 -1.191
H 1.878 -2.951 0.106
H 2.264 -3.813 -1.391
H -0.436 -2.314 -0.768
H -0.341 -4.047 -0.884
H -2.310 -3.338 -2.223
H -1.939 -3.728 -3.886
H -2.026 -2.132 -3.461
H -0.036 -4.400 -4.443
H 0.488 -5.200 -2.980
H 1.546 -4.191 -3.572
H 3.814 -1.324 -3.453
H 2.835 -1.929 -4.802
H 3.127 -2.963 -3.261
B 0.572 2.530 1.926
F -0.550 2.171 2.777
F 1.743 2.105 2.562
F 0.391 1.961 0.654
F 0.539 3.897 1.762
B 4.147 -2.271 1.965
F 4.725 -1.580 2.994
F 4.264 -3.617 2.050
F 2.734 -1.866 2.076
F 4.538 -1.869 0.724
B -2.322 0.258 -2.372
F -3.303 1.016 -1.617
F -1.147 1.059 -2.345
F -2.048 -0.839 -1.570
F -2.704 -0.052 -3.715

=====

No. 6
76
Properties=species:S:1:pos:R:3 method="wB97M-V/def2-TZVPD" charge=-2 homo_energy_ev="0.74 / 0.73" multiplicity=2 homo_lumo_gap_ev="2.514 / 2.531" s_squared=0.772
O 2.955 2.031 -2.776
V 1.412 1.809 -3.149
Cu -1.548 3.972 -2.279
C 0.850 -0.102 -4.832
O 1.766 -0.128 -4.031
O 1.101 0.114 -6.008
O 0.141 0.833 -4.570
C 0.934 4.066 -4.646
O 0.123 4.154 -5.576
O 0.525 3.750 -3.559
O 1.677 3.179 -4.993
B 0.589 1.581 -1.153
H 1.318 0.791 -1.252
H 1.055 2.550 -1.250
H -0.119 1.587 -1.967
H 0.097 1.502 -0.196
C -0.035 -9.962 3.124
O -0.084 -8.599 3.367
C 0.992 -7.972 2.706
C 0.920 -6.485 2.624
N -0.212 -5.897 1.806
C -0.226 -4.445 2.016
C -1.468 -3.850 1.200
O -1.618 -2.467 1.245
C -0.936 -1.819 0.174
H -0.298 -10.140 2.081
H -0.653 -10.547 3.805
H 0.995 -10.303 3.221
H 0.960 -8.236 1.649
H 1.913 -8.288 3.196
H 1.823 -6.151 2.114
H 0.825 -5.939 3.562
H -1.115 -6.330 1.936
H 0.569 -3.730 1.803
H -0.283 -4.324 3.097
H -2.392 -4.289 1.578
H -1.317 -4.214 0.183
H 0.083 -2.151 -0.023
H -0.731 -0.809 0.529
H -1.538 -1.745 -0.731
C -0.280 6.594 -1.690
O -1.061 5.889 -0.748
C -0.233 5.255 0.233
C -1.102 4.216 0.886
N -1.564 3.221 -0.027
C -2.823 2.594 0.441
C -3.265 1.603 -0.644
O -3.543 2.119 -1.919
C -4.209 1.135 -2.671
H 0.383 5.943 -2.261
H 0.316 7.392 -1.247
H -0.857 7.031 -2.505
H 0.056 6.062 0.906
H 0.608 4.778 -0.272
H -1.976 4.800 1.173
H -0.621 3.707 1.721
H -0.834 2.523 -0.047
H -3.685 3.261 0.458
H -2.732 2.017 1.362
H -4.153 1.177 -0.179
H -2.544 0.792 -0.746
H -3.938 0.083 -2.580
H -4.056 1.474 -3.695
H -5.203 1.048 -2.230
C 4.114 1.176 2.660
C 2.849 1.614 1.911
C 2.862 2.949 1.330
O 2.510 0.667 0.928
H 4.370 1.962 3.370
H 4.861 1.143 1.867
H 4.175 0.252 3.235
H 2.161 1.614 2.756
H 1.973 3.262 0.783
H 3.774 3.103 0.753
H 2.898 3.598 2.205
H 1.720 0.951 0.461

=====

no.,calculated total energy (a.u.)
1,-3021.0887
2,-1734.3319
3,-3210.5920
4,-1396.9151
5,-2336.4165
6,-4294.1781